No. 1
This record from the Open Molecules 2025 dataset describes a cluster of 2 separate species, C17H36Br2FN2O8PS2 in total. The level of theory is ωB97M-V/def2-TZVPD.

For the HOMO-LUMO gap, the calculation gives 8.42 eV. As for the SMILES: CC[C@H](F)[C@H]1C[C@](CCCBr)(C[SH](=O)=O)[C@@](Br)(P(N)O)OS1(=O)=O.COCCNCCOC. The calculation puts the molecular weight at 670.40 g/mol. For the HOMO energy, the calculation gives -8.31 eV. Its LUMO energy is 0.004 hartree.

Geometry as ORCA input:
```
! wB97M-V def2-TZVPD RIJCOSX def2/J DEFGRID3
* xyz 0 1
C 5.667 -4.598 1.169
C 5.198 -3.608 0.093
C 3.741 -3.739 -0.339
F 3.701 -3.827 -1.745
C 2.847 -2.526 -0.018
C 1.476 -2.651 -0.715
C 0.127 -2.338 0.004
C -0.899 -3.266 -0.705
C -2.388 -2.916 -0.642
C -3.252 -4.104 -1.087
Br -4.456 -4.744 0.304
C -0.307 -0.897 -0.364
S 0.690 0.517 0.090
O 0.480 0.819 1.470
O 0.457 1.515 -0.918
C 0.232 -2.607 1.519
Br -1.267 -1.842 2.538
P 0.375 -4.470 1.994
N -1.269 -4.923 1.924
O 0.639 -4.257 3.580
O 1.341 -1.884 2.074
S 2.855 -2.240 1.740
O 3.580 -1.045 2.001
O 3.201 -3.455 2.398
H 6.623 -5.040 0.897
H 5.763 -4.118 2.139
H 4.951 -5.410 1.291
H 5.779 -3.769 -0.816
H 5.405 -2.580 0.398
H 3.287 -4.651 0.054
H 3.375 -1.663 -0.426
H 1.411 -3.664 -1.107
H 1.521 -2.002 -1.589
H -0.759 -4.295 -0.379
H -0.607 -3.254 -1.760
H -2.692 -2.614 0.356
H -2.599 -2.101 -1.335
H -2.655 -4.971 -1.360
H -3.900 -3.853 -1.919
H -1.270 -0.617 0.063
H -0.355 -0.860 -1.453
H 1.967 0.094 -0.083
H -1.378 -5.800 1.426
H -1.711 -5.031 2.829
H -0.046 -3.718 4.010
C -2.324 7.255 -3.082
O -2.456 5.871 -2.840
C -1.221 5.164 -2.789
C -0.966 4.614 -1.405
N -0.702 5.686 -0.455
C -0.610 5.244 0.932
C -1.856 4.649 1.574
O -2.917 5.574 1.741
C -3.799 5.696 0.644
H -3.329 7.662 -3.183
H -1.815 7.773 -2.261
H -1.773 7.448 -4.008
H -0.397 5.814 -3.100
H -1.285 4.332 -3.496
H -0.099 3.951 -1.437
H -1.837 4.003 -1.127
H -1.432 6.383 -0.534
H -0.305 6.104 1.534
H 0.193 4.503 1.004
H -1.583 4.318 2.579
H -2.213 3.764 1.033
H -3.898 4.751 0.102
H -3.481 6.469 -0.063
H -4.775 5.978 1.038
*
```

Here are the Mulliken charges for atoms 1 to 2, given in e: atom 1 (C): -1.1107, atom 2 (C): -0.8221

***

No. 2
This record from the Open Molecules 2025 dataset describes a cluster of 3 separate species, C17H36ClIN2O5P in total in a non-equilibrium geometry. The level of theory is ωB97M-V/def2-TZVPD.

For the HOMO-LUMO gap, the calculation gives 7.63 eV. The calculation puts the molecular weight at 541.82 g/mol. For the HOMO energy, the calculation gives -11.37 eV. Its LUMO energy is -0.137 hartree.

Geometry as ORCA input:
```
! wB97M-V def2-TZVPD RIJCOSX def2/J DEFGRID3
* xyz 1 1
C 6.357 1.990 1.083
C 5.838 3.145 0.248
O 4.841 3.804 1.027
C 5.259 2.710 -1.097
N 4.567 1.423 -1.011
C 3.966 1.026 -2.288
C 2.753 0.138 -2.078
O 1.490 0.854 -2.307
P 0.531 1.172 -1.116
I 1.487 2.756 0.403
C -0.947 1.836 -1.911
C -1.833 2.773 -1.094
C -2.521 2.020 0.039
N -2.360 2.476 1.335
O -3.208 1.050 -0.228
C 0.043 -0.254 -0.127
C -0.486 -1.457 -0.932
C -1.577 -2.157 -0.123
Cl 0.826 -2.631 -1.217
H 6.956 1.312 0.484
H 6.964 2.394 1.890
H 5.536 1.439 1.530
H 6.667 3.829 0.060
H 4.530 4.568 0.541
H 6.065 2.604 -1.823
H 4.581 3.496 -1.456
H 3.838 1.517 -0.314
H 3.722 1.885 -2.917
H 4.696 0.415 -2.817
H 2.794 -0.310 -1.088
H 2.759 -0.675 -2.795
H -1.540 0.995 -2.264
H -0.564 2.381 -2.776
H -2.636 3.074 -1.765
H -1.334 3.683 -0.775
H -1.624 3.157 1.443
H -2.260 1.708 1.987
H -0.725 0.105 0.558
H 0.890 -0.563 0.486
H -0.872 -1.149 -1.899
H -1.932 -3.022 -0.673
H -2.387 -1.466 0.097
H -1.149 -2.534 0.804
C -1.128 -5.717 -2.454
C -1.148 -6.219 -1.031
O -1.574 -5.527 -0.135
C -0.610 -7.604 -0.781
H -1.547 -4.713 -2.477
H -0.105 -5.685 -2.830
H -1.724 -6.363 -3.099
H 0.434 -7.662 -1.095
H -1.185 -8.337 -1.349
H -0.680 -7.837 0.278
C -6.571 0.852 4.926
C -5.325 1.395 4.274
O -4.247 1.353 4.822
C -5.466 1.990 2.895
H -6.327 0.453 5.907
H -7.312 1.645 5.034
H -6.999 0.059 4.310
H -6.162 2.830 2.911
H -5.834 1.236 2.197
H -4.490 2.335 2.573
*
```

Here are the Mulliken charges for atoms 1 to 2, given in e: atom 1 (C): -1.3639, atom 2 (C): 0.0235

***

No. 3
This record from the Open Molecules 2025 dataset describes a structure of composition C17H36GeN4O4RhS2Si3. The level of theory is ωB97M-V/def2-TZVPD.

For the HOMO-LUMO gap (alpha / beta), the calculation gives 5.92 / 7.73 eV. The calculation puts the molecular weight at 684.41 g/mol. Its expectation value of S² is 0.766. For the HOMO energy (alpha / beta), the calculation gives -5.58 / -7.88 eV. Its LUMO energy (alpha / beta) is 0.013 / -0.005 hartree.

Geometry as ORCA input:
```
! wB97M-V def2-TZVPD RIJCOSX def2/J DEFGRID3
* xyz 0 2
Rh -0.288 0.794 -0.797
C -0.704 3.910 -3.748
C -0.757 2.989 -2.569
N -0.219 1.754 -2.573
N 0.603 1.464 -3.655
C 0.472 0.377 -4.299
N 1.220 0.192 -5.450
S -0.632 -1.023 -4.194
C -1.380 3.373 -1.372
C -2.051 4.602 -1.156
C -2.593 4.875 0.066
C -2.490 3.925 1.110
C -1.836 2.749 0.857
N -1.290 2.469 -0.337
H -0.063 3.502 -4.522
H -0.315 4.888 -3.456
H -1.700 4.065 -4.172
H 1.845 0.961 -5.641
H 1.646 -0.719 -5.531
H -2.123 5.316 -1.964
H -3.102 5.814 0.235
H -2.916 4.107 2.085
H -1.720 1.971 1.602
O 0.130 -2.339 -0.592
S 0.445 -1.217 -1.528
O 1.621 -1.476 -2.320
O -0.873 -1.329 -2.586
O -0.839 -0.146 0.919
C 1.370 -4.516 1.428
Si 1.772 -2.758 1.939
C 3.280 -2.148 1.026
C 2.021 -2.689 3.798
Ge -0.345 -1.714 1.412
Si -2.427 -2.833 1.892
C -2.858 -3.704 0.288
C -3.663 -1.483 2.267
C -2.298 -4.049 3.317
Si 1.684 1.763 -0.124
C 1.917 1.395 1.705
C 3.128 1.137 -1.137
C 1.660 3.633 -0.281
H 2.132 -5.190 1.829
H 1.350 -4.613 0.343
H 0.404 -4.847 1.817
H 4.090 -2.861 1.206
H 3.616 -1.168 1.363
H 3.105 -2.111 -0.050
H 2.878 -3.301 4.093
H 1.144 -3.070 4.326
H 2.205 -1.669 4.142
H -3.184 -2.973 -0.455
H -3.670 -4.418 0.446
H -2.007 -4.239 -0.134
H -3.565 -0.681 1.533
H -3.509 -1.057 3.260
H -4.683 -1.874 2.221
H -1.395 -4.659 3.267
H -3.154 -4.729 3.308
H -2.297 -3.528 4.276
H 1.923 0.325 1.915
H 1.108 1.844 2.284
H 2.865 1.817 2.053
H 3.359 0.091 -0.939
H 4.016 1.738 -0.916
H 2.905 1.227 -2.202
H 0.876 4.095 0.321
H 1.531 3.955 -1.316
H 2.625 4.013 0.067
*
```

Here are the Mulliken charges for atoms 1 to 2, given in e: atom 1 (Rh): -0.3569, atom 2 (C): -1.6618

***

No. 4
This record from the Open Molecules 2025 dataset describes a structure of composition C17H36N2O7V. The level of theory is ωB97M-V/def2-TZVPD.

For the HOMO-LUMO gap (alpha / beta), the calculation gives 9.43 / 10.29 eV. The calculation puts the molecular weight at 431.43 g/mol. Its expectation value of S² is 3.753. For the HOMO energy (alpha / beta), the calculation gives -13.72 / -14.60 eV. Its LUMO energy (alpha / beta) is -0.158 / -0.159 hartree.

Geometry as ORCA input:
```
! wB97M-V def2-TZVPD RIJCOSX def2/J DEFGRID3
* xyz 2 4
V -0.398 -0.185 -0.708
C -1.045 0.439 -3.665
C -0.423 1.684 -3.076
O 0.470 1.328 -2.001
C 1.802 0.944 -2.419
C 2.084 -0.569 -2.284
O 0.850 -1.241 -2.020
C 0.969 -2.631 -1.665
C -0.352 -3.069 -1.074
O -0.602 -2.188 0.026
C -1.617 -2.554 0.976
C -1.407 -1.632 2.158
O -1.533 -0.273 1.745
C -2.853 0.253 1.875
C -3.023 1.289 0.791
O -2.640 0.648 -0.430
C -3.451 0.886 -1.573
C -3.088 -0.230 -2.525
O -1.660 -0.341 -2.627
H -0.291 -0.201 -4.126
H -1.780 0.697 -4.430
H -1.167 2.335 -2.618
H 0.119 2.258 -3.829
H 2.488 1.501 -1.782
H 1.941 1.274 -3.448
H 2.765 -0.758 -1.452
H 2.514 -0.970 -3.205
H 1.771 -2.727 -0.927
H 1.208 -3.217 -2.556
H -0.262 -4.098 -0.716
H -1.169 -3.006 -1.799
H -1.482 -3.602 1.256
H -2.603 -2.428 0.515
H -0.391 -1.754 2.537
H -2.104 -1.862 2.967
H -2.989 0.691 2.869
H -3.596 -0.539 1.742
H -2.403 2.174 0.954
H -4.067 1.608 0.742
H -3.262 1.883 -1.983
H -4.510 0.823 -1.310
H -3.528 -0.099 -3.515
H -3.427 -1.184 -2.120
C 3.119 -1.421 1.735
N 2.836 -0.047 2.112
C 3.945 0.695 2.711
C 1.766 0.575 1.576
O 1.177 0.047 0.593
N 1.341 1.730 2.142
C 0.581 2.706 1.387
C 1.470 1.990 3.571
H 3.668 -1.899 2.544
H 3.729 -1.470 0.828
H 2.190 -1.961 1.573
H 4.870 0.379 2.228
H 4.032 0.509 3.782
H 3.814 1.759 2.544
H 0.281 2.299 0.424
H 1.178 3.604 1.210
H -0.310 2.995 1.948
H 1.848 1.104 4.075
H 0.478 2.214 3.967
H 2.131 2.833 3.779
*
```

Here are the Mulliken charges for atoms 1 to 2, given in e: atom 1 (V): 0.9069, atom 2 (C): -0.4573